Record 1
Here is one molecule with the formula C3H9N at a distorted geometry from OMol25. Energies are from ωB97M-V with the def2-TZVPD basis set.

Calculated values
energy relative to the best compared isomer or geometry (same formula, charge and spin)	16.38	kcal per mole
HOMO-LUMO gap	10.25	eV
LUMO	1.2113	eV
electronic energy	-174.42694	Eh
SMILES	CCCN

```
13
Properties=species:S:1:pos:R:3:forces:R:3:mulliken_charge:R:1
C 0.14779 -0.56099 0.57508 -1.795 -1.753 1.283 -0.562
C 0.28069 0.35020 -0.60836 2.326 -0.094 -1.499 -0.319
C -1.05486 0.77832 -1.17951 0.320 1.107 0.109 -1.207
N 1.12691 -0.52777 1.65414 0.301 0.869 -0.807 -0.594
H 0.05338 -1.62632 0.30179 0.333 0.225 -0.827 0.321
H -0.90051 -0.48782 0.93960 0.619 0.715 0.485 0.375
H 0.87363 -0.17899 -1.40081 -0.619 0.065 0.412 0.245
H 1.00413 1.17484 -0.42087 -0.908 -0.103 0.389 0.322
H -1.38332 1.68601 -0.66444 -0.429 -0.394 0.481 0.285
H -1.76971 -0.03993 -1.07672 -0.163 0.289 -0.303 0.352
H -0.97457 1.17447 -2.19500 0.000 -0.683 -0.203 0.350
H 0.76985 -0.51106 2.59359 -0.025 -0.246 -0.089 0.201
H 1.82659 -1.23095 1.48151 0.039 0.002 0.571 0.231
```
Forces are in eV/Å.



Record 2
Here is C3H6O3Tl as an isolated structure at a distorted geometry from OMol25. Energies are from ωB97M-V with the def2-TZVPD basis set.

Calculated values
energy relative to the best compared isomer or geometry (same formula, charge and spin)	77.64	kcal per mole
charge	+2
HOMO-LUMO gap (alpha / beta)	9.03 / 5.41	eV
⟨S²⟩	0.775
LUMO (alpha / beta)	-10.3678 / -13.5840	eV
electronic energy	-515.15134	Eh
spin multiplicity	2

```
13
Properties=species:S:1:pos:R:3:forces:R:3:lowdin_spin:R:1
C -1.00682 -1.21051 1.77159 -1.663 -0.166 -0.768 0.287
C 0.01206 -0.34483 1.93236 2.202 -1.714 1.073 0.245
O 1.22129 -0.75281 1.35278 -5.183 0.254 2.360 0.161
C 2.31087 -0.55429 2.07969 0.861 0.842 0.033 0.076
O 3.06307 -0.04866 1.10777 2.755 5.539 2.627 0.027
Tl 2.37302 -1.11537 -0.72539 0.350 -1.651 -4.304 0.036
H -1.92675 -1.01702 2.32261 -0.028 -0.188 -0.228 0.007
H -0.89382 -2.08746 1.13146 -0.186 0.096 0.301 0.006
H 0.12308 0.26216 2.83181 -0.145 0.598 -0.563 0.009
H 2.95254 1.05229 1.26641 1.113 -3.461 -0.540 0.001
H -1.40466 -0.92690 -0.69141 -1.146 3.692 -0.765 -0.005
O -1.59070 0.13291 -0.75762 0.981 -4.345 1.202 0.153
H -0.73766 0.44462 -1.07360 0.089 0.503 -0.428 -0.001
```
Forces are in eV/Å.



Record 3
Here is C21H16N6O8S5Sr as an isolated structure from OMol25. Energies are from ωB97M-V with the def2-TZVPD basis set.

Calculated values
energy relative to the best compared isomer or geometry (same formula, charge and spin)	31.25	kcal per mole
charge	-2
HOMO-LUMO gap	4.70	eV
LUMO	3.6301	eV
electronic energy	-3762.35269	Eh

```
57
Properties=species:S:1:pos:R:3:forces:R:3:mulliken_charge:R:1
Sr 0.01217 -0.92884 -0.14010 0.389 -0.254 0.266 1.951
O 1.06408 2.36164 3.11792 0.127 0.326 -0.274 -0.452
C 0.47534 1.47243 2.28541 0.155 -0.028 0.512 0.317
O 1.12616 0.83214 1.48440 -0.054 0.136 -0.316 -0.512
C -1.00969 1.58534 2.19767 0.047 0.103 0.015 -0.619
C -1.76965 2.49471 2.92291 0.040 -0.078 0.032 -0.680
C -3.12770 2.55774 2.65052 -0.043 -0.006 -0.001 -0.332
C -3.67101 1.75146 1.66027 0.046 0.002 0.037 -0.749
C -2.82395 0.89195 0.97027 -0.054 0.035 -0.100 -0.110
N -1.53110 0.80886 1.25384 0.039 0.133 -0.130 1.382
C -3.29793 0.09060 -0.25699 -0.018 -0.006 -0.033 -0.089
O -4.48492 0.22873 -0.57321 0.013 0.032 -0.004 -0.809
O -2.39169 -0.57152 -0.82961 0.009 0.069 -0.089 -0.610
H 1.95256 1.99390 3.26689 -0.039 0.012 0.037 0.437
H -1.30022 3.10119 3.68365 0.008 -0.003 -0.003 0.534
H -3.75814 3.24603 3.20231 -0.001 -0.007 0.005 0.411
H -4.71552 1.77488 1.38430 0.003 0.004 -0.005 0.547
O -2.33685 -6.70369 0.50042 0.021 -0.076 0.172 -0.589
C -2.41788 -6.11990 1.67746 -0.329 0.040 -0.148 0.481
O -2.99817 -6.63663 2.61661 0.128 -0.030 0.037 -0.689
C -1.81865 -4.76879 1.80145 0.140 -0.066 0.060 0.242
C -1.81651 -4.04286 2.97600 -0.012 -0.060 0.138 -0.781
N -1.20296 -2.88401 2.72781 0.216 0.458 0.266 -0.010
N -0.78873 -2.79955 1.46482 -0.083 -0.056 0.001 0.219
C -1.13969 -3.93439 0.88017 -0.053 0.027 -0.086 0.014
C -0.77429 -4.13605 -0.57122 -0.007 0.014 -0.075 0.548
O -1.10727 -5.23311 -1.08862 0.063 0.044 -0.051 -0.887
O -0.16888 -3.20276 -1.13608 -0.165 -0.020 -0.029 -0.710
H -1.82464 -6.10658 -0.17976 0.044 0.021 -0.043 0.481
H -2.20039 -4.29937 3.94795 0.003 -0.002 -0.003 0.500
H -0.90928 -2.13527 3.37682 -0.089 -0.217 -0.140 -0.196
C 5.00695 0.01179 -3.83930 0.013 -0.018 -0.015 -0.880
N 3.99836 1.04015 -3.72625 0.004 -0.047 0.039 0.238
C 4.00866 2.27887 -4.33823 0.055 -0.017 -0.028 -0.394
C 2.91487 2.93634 -3.92184 -0.061 0.058 -0.008 -0.383
N 2.23582 2.09894 -3.05025 0.097 -0.059 -0.053 0.463
C 2.90634 0.90704 -2.91355 -0.002 0.026 0.000 -0.201
S 2.60343 -0.42350 -1.96230 -0.127 0.214 -0.104 -0.239
C 1.00373 2.45916 -2.42268 0.018 -0.190 0.056 -0.351
C 1.03932 3.24083 -1.28253 -0.001 -0.017 0.055 0.085
C -0.17427 3.62300 -0.73390 -0.010 -0.031 0.045 -0.359
C -1.34250 3.18923 -1.33589 -0.049 -0.067 0.055 -0.262
C -1.25834 2.37028 -2.45423 0.041 -0.067 0.119 -0.519
N -0.09745 2.01721 -3.00504 -0.042 0.041 -0.039 -0.493
H 5.74728 0.33196 -4.57021 0.000 0.007 0.000 0.307
H 4.54705 -0.92375 -4.15499 0.004 0.000 0.003 0.324
H 5.47990 -0.15927 -2.87230 -0.004 -0.006 0.000 0.332
H 4.78688 2.57283 -5.01897 0.003 0.005 0.006 0.400
H 2.54106 3.91339 -4.16738 -0.007 -0.004 -0.004 0.414
H 1.98574 3.49957 -0.82873 -0.005 0.010 -0.004 0.413
H -0.20551 4.21746 0.16986 0.004 -0.002 0.012 0.379
H -2.30847 3.43683 -0.91997 -0.051 -0.024 0.022 0.378
H -2.15305 1.95413 -2.90026 0.002 0.009 -0.039 0.411
S 2.72642 -1.96378 1.14582 0.045 0.016 0.002 -0.477
S 2.40606 -2.43038 3.11958 -0.161 0.109 0.042 -0.213
S 2.16516 -0.74543 4.31397 0.097 0.101 -0.165 -0.195
S 0.19196 -0.14119 4.39526 -0.405 -0.592 -0.047 -0.424
```
Forces are in eV/Å.



Record 4
Here is a 4-piece molecular cluster, C14H29INO9S3 overall at a distorted geometry from OMol25. Energies are from ωB97M-V with the def2-TZVPD basis set.

Calculated values
charge	+1
HOMO-LUMO gap	7.41	eV
LUMO	-4.8792	eV
electronic energy	-2774.61947	Eh

```
57
Properties=species:S:1:pos:R:3:forces:R:3:mulliken_charge:R:1
I 6.11902 -0.83418 -0.56590 -1.542 1.144 -0.031 0.272
C 4.27949 0.29841 -0.63589 -3.953 1.122 -0.197 0.084
C 2.93849 -0.50806 -0.77526 -0.429 4.807 0.307 -0.322
C 1.61468 0.33926 -0.80663 3.535 -0.470 0.438 -0.188
N 1.61791 1.77272 -0.68400 2.539 -1.608 -0.091 -0.036
C 2.81552 2.56422 -0.56464 2.051 -3.236 -0.104 -0.219
C 4.18785 1.84876 -0.55076 -2.772 -1.492 -0.184 -0.275
H 2.89436 -1.64451 -0.84088 0.059 1.892 0.085 0.343
H 0.61990 -0.20843 -0.89042 1.413 1.158 0.195 0.335
H 0.69215 2.24072 -0.69175 0.917 -0.362 0.099 0.310
H 2.75672 3.70692 -0.46791 -0.196 -2.114 -0.216 0.364
H 5.15926 2.45030 -0.47316 -1.806 -0.907 -0.098 0.337
O -0.83736 1.67046 2.53610 0.058 -0.553 -0.457 -0.680
S -0.68516 0.29715 2.94496 -0.561 -0.489 1.238 1.272
O -0.52423 -0.76894 1.98626 0.054 0.790 -0.133 -0.608
O -1.88516 -0.08730 3.95407 1.394 0.291 -0.318 -0.270
C -3.23416 0.09341 3.51273 -1.168 -0.077 -0.545 -0.308
C -3.64649 -0.97384 2.51554 0.133 -0.080 -0.239 -0.838
C 0.64067 0.19372 4.11271 -0.085 -0.005 0.134 -0.941
H -3.37071 1.09599 3.09916 0.189 -0.023 0.047 0.299
H -3.87005 0.02013 4.39803 0.398 0.036 0.089 0.263
H -3.07784 -0.88649 1.58742 -0.063 0.012 0.053 0.278
H -4.70646 -0.88267 2.26923 0.033 0.057 0.144 0.276
H -3.45681 -1.97128 2.91892 -0.078 0.093 0.030 0.267
H 0.51482 0.97275 4.86443 -0.050 -0.087 -0.095 0.329
H 1.57393 0.34435 3.56939 -0.132 0.001 -0.062 0.353
H 0.63286 -0.79582 4.56886 -0.051 0.082 -0.070 0.327
O 7.05722 -0.79669 -6.00800 0.576 -0.128 0.314 -0.638
S 8.46026 -0.47448 -6.00286 0.399 0.311 -0.214 1.207
O 9.47374 -1.49343 -5.91956 -0.800 0.309 0.099 -0.593
O 8.73893 0.63019 -4.85144 -0.116 -0.083 -0.762 -0.257
C 8.34652 0.32784 -3.51496 -0.001 -0.358 0.786 -0.290
C 9.28567 -0.67826 -2.87218 0.041 -0.291 -0.166 -0.963
C 8.81807 0.54987 -7.40080 -0.002 0.205 0.107 -0.932
H 7.31106 -0.02297 -3.48892 0.030 -0.012 -0.210 0.312
H 8.38497 1.26362 -2.95099 0.033 0.083 -0.361 0.225
H 9.22159 -1.64881 -3.36811 -0.005 0.078 0.045 0.321
H 9.03607 -0.82339 -1.81846 0.053 0.125 -0.007 0.281
H 10.32182 -0.34212 -2.95119 -0.113 0.027 0.090 0.294
H 8.07817 1.34820 -7.45646 0.071 -0.096 0.053 0.317
H 8.76281 -0.07526 -8.29220 -0.032 -0.078 0.169 0.375
H 9.82400 0.95476 -7.29363 -0.087 -0.071 0.036 0.321
O -7.41405 0.15015 2.21960 -0.279 -0.350 0.342 -0.603
S -8.71915 0.12304 2.82846 -0.828 0.099 -0.133 1.192
O -8.97754 -0.61174 4.03943 0.533 0.232 -0.633 -0.610
O -9.80873 -0.31011 1.71430 0.464 0.796 0.590 -0.274
C -9.61914 -1.54362 1.01972 0.058 -1.030 -0.284 -0.297
C -9.94713 -2.73797 1.89782 0.120 -0.040 0.280 -0.989
C -9.27556 1.78670 3.06238 -0.098 0.038 -0.172 -0.950
H -8.60142 -1.60898 0.62571 0.001 0.153 0.111 0.294
H -10.29710 -1.53276 0.16280 0.033 0.359 0.164 0.270
H -9.24381 -2.82081 2.72870 -0.046 -0.009 -0.080 0.300
H -9.89752 -3.66508 1.32295 -0.043 0.109 -0.060 0.385
H -10.94609 -2.63636 2.32800 0.051 -0.022 -0.115 0.268
H -9.11820 2.34798 2.14145 -0.025 -0.109 0.072 0.317
H -8.68859 2.22176 3.87150 0.021 -0.169 -0.046 0.364
H -10.33004 1.77097 3.33628 0.103 -0.061 -0.030 0.330
```
Forces are in eV/Å.



Record 5
Here is C3H6N2O as an isolated structure at a distorted geometry from OMol25. Energies are from ωB97M-V with the def2-TZVPD basis set.

Calculated values
energy relative to the best compared isomer or geometry (same formula, charge and spin)	127.48	kcal per mole
HOMO-LUMO gap	8.44	eV
LUMO	0.2100	eV
electronic energy	-302.48994	Eh

```
12
Properties=species:S:1:pos:R:3:forces:R:3:mulliken_charge:R:1
N -0.55866 0.30770 1.50247 -1.190 0.321 -1.472 -0.665
C -0.62734 0.35411 -0.40149 0.206 0.515 2.700 -0.034
C 0.56922 0.96142 -1.13550 0.034 0.334 0.584 -0.324
O 1.29381 -0.28300 -0.94274 0.039 -0.208 -0.027 -0.371
C 0.18990 -0.87120 -0.34382 0.163 -0.649 0.195 0.535
N 0.04204 -1.91455 0.32095 0.386 -0.592 -0.974 -0.597
H -1.43682 -0.15046 1.59437 -0.529 -0.505 -0.058 0.190
H -0.26606 0.51377 2.48264 0.508 1.385 -1.847 0.176
H -1.67079 0.44501 -0.73178 0.483 0.025 0.623 0.336
H 0.50462 1.22240 -2.20564 -0.414 -0.227 0.473 0.268
H 1.01676 1.77943 -0.58107 0.228 0.066 -0.036 0.229
H 0.94333 -2.36462 0.44160 0.085 -0.463 -0.161 0.257
```
Forces are in eV/Å.



Record 6
Here is one molecule with the formula C5H6O from OMol25. Energies are from ωB97M-V with the def2-TZVPD basis set.

Calculated values
energy relative to the best compared isomer or geometry (same formula, charge and spin)	79.84	kcal per mole
HOMO-LUMO gap (alpha / beta)	8.31 / 8.31	eV
LUMO (alpha / beta)	0.1047 / 0.1046	eV
electronic energy	-269.21901	Eh
SMILES	C=C=C(O)C=C

```
12
Properties=species:S:1:pos:R:3:forces:R:3:mulliken_charge:R:1
C 0.78806 1.13485 -1.04896 0.130 -0.124 0.070 -0.666
C 0.60578 -0.14162 -0.69195 0.039 -0.010 -0.602 -0.401
C -0.72899 -0.57660 -0.26392 0.153 0.024 0.076 0.612
O -1.74479 -0.15535 -1.03404 -0.031 0.135 0.024 -0.471
C -0.85880 -1.15434 0.93841 0.333 0.269 0.023 -0.295
C -0.19535 -0.77727 2.02224 0.095 0.262 0.002 -0.616
H 1.75061 1.47708 -1.40269 0.089 0.039 0.233 0.270
H 0.00842 1.89050 -0.95525 0.019 -0.264 -0.250 0.293
H -1.31442 0.25964 -1.79807 -0.414 -0.084 -0.052 0.391
H 0.37689 0.15276 1.88354 -0.441 0.062 0.790 0.265
H 1.43264 -0.83519 -0.63123 -0.007 -0.030 -0.107 0.345
H -0.12006 -1.27447 2.98193 0.036 -0.281 -0.206 0.273
```
Forces are in eV/Å.



Record 7
Here is a 2-piece molecular cluster, C5H13NO3 overall at a distorted geometry from OMol25. Energies are from ωB97M-V with the def2-TZVPD basis set.

Calculated values
energy relative to the best compared isomer or geometry (same formula, charge and spin)	15.94	kcal per mole
HOMO-LUMO gap	10.86	eV
LUMO	0.5670	eV
electronic energy	-478.79002	Eh
SMILES	NC(=O)CCCCO.O

```
22
Properties=species:S:1:pos:R:3:forces:R:3:mulliken_charge:R:1
C 0.51983 1.61453 -0.85797 0.523 0.194 -0.612 -0.379
O 0.53604 1.57185 -2.28680 -0.021 -0.197 -0.174 -0.552
C 1.45087 0.57452 -0.25499 -0.168 -1.233 -0.132 -0.702
C 1.32009 -0.84965 -0.80476 -0.645 -0.222 -1.144 -0.897
C 0.00547 -1.67311 -0.55870 0.667 0.376 -0.291 -0.514
C -0.94627 -1.06273 0.43109 -0.725 -0.764 0.646 0.575
N -0.93241 -1.65806 1.66727 0.315 0.229 0.364 -0.390
O -1.76379 -0.18965 0.19019 0.547 0.067 -0.187 -0.631
H 0.94676 2.59431 -0.63478 -0.294 0.033 0.181 0.318
H -0.49902 1.54315 -0.50809 -0.169 0.002 0.244 0.245
H 0.06159 0.79065 -2.60579 0.055 0.275 0.273 0.309
H 2.47473 0.85687 -0.45303 0.332 0.271 0.045 0.401
H 1.33345 0.46304 0.81465 -0.085 0.556 0.522 0.374
H 2.17748 -1.45475 -0.58205 0.454 -0.208 0.922 0.418
H 1.43445 -0.83372 -1.88725 -0.126 0.400 -0.244 0.415
H -0.47799 -1.76987 -1.52865 -0.400 0.023 0.185 0.302
H 0.25580 -2.68127 -0.22954 0.039 0.005 -0.010 0.298
H -0.23571 -2.32870 1.94989 0.034 0.108 -0.302 0.181
H -1.40717 -1.19859 2.43230 -0.173 -0.020 -0.252 0.263
H -2.06326 2.68374 1.82499 -0.024 -0.090 0.018 0.307
H -1.81263 1.17222 1.72857 -0.417 0.162 -0.261 0.319
O -2.37831 1.83520 2.15344 0.279 0.033 0.208 -0.659
```
Forces are in eV/Å.